# 1
Here is an isolated ion of composition C2H6BO2 and charge -1 from the Open Molecules 2025 dataset. Energies are from ωB97M-V/def2-TZVPD.

Last column: natural (NBO) charge in e.
Cartesian coordinates (Å):
O1 -1.38128 0.82182 -1.44963  -0.64
O2 -1.92509 0.07256 0.59932  -0.77
C1 -1.00143 0.59800 -0.32195  0.82
C2 0.34206 0.75997 0.22981  -0.73
B1 1.11624 -0.73029 -0.02571  -0.36
H1 1.92245 -0.93170 0.87560  -0.07
H2 0.29147 0.97207 1.29929  0.21
H3 0.26749 -1.62920 -0.05414  -0.08
H4 0.85851 1.56752 -0.29505  0.21
H5 -2.15477 -0.80418 0.26476  0.48
H6 1.66434 -0.69657 -1.12228  -0.06

Output
Energy above the lowest of the compared OMol25 structures with the same formula, charge and spin ... 0.0 kcal/mol
Total charge ... -1
HOMO level ... -5.0 eV
Gap between HOMO and LUMO ... 9.023 eV


# 2
Here is a 3-piece molecular cluster, C26H39F17NO6 overall from the Open Molecules 2025 dataset. Energies are from ωB97M-V/def2-TZVPD.

Last column: Löwdin charge in e.
Cartesian coordinates (Å):
F1 -2.78441 -0.24763 -3.83781  0.17
F2 -4.51759 0.74040 -4.71814  0.15
F3 -1.65420 -0.50958 -1.29586  0.17
F4 -5.32177 1.63700 -2.34707  0.16
F5 -0.82364 3.29417 -4.07414  0.20
F6 -3.27830 0.77658 1.96484  0.10
F7 -0.74706 1.20348 -4.50678  0.20
F8 -1.71994 -2.10267 0.74196  0.16
F9 -3.38768 -1.83571 -1.35768  0.15
F10 -2.10098 -0.78503 2.95351  0.10
F11 -3.03840 2.57021 -5.16371  0.15
F12 -3.31136 3.08660 -3.06574  0.17
F13 -3.14403 1.60637 -0.72424  0.17
F14 -5.18326 -0.52115 -2.62175  0.15
F15 -3.83163 -1.68712 1.16332  0.14
F16 -4.84686 0.34250 -0.17396  0.16
F17 -0.96465 1.87797 -2.47173  0.20
O1 6.29547 0.04798 5.95760  -0.17
O2 1.34921 0.74798 -0.56304  -0.12
O3 2.05193 -1.85247 -0.14736  -0.03
O4 -6.59425 -3.56989 -6.98765  -0.16
O5 2.01894 3.00500 3.47537  -0.04
O6 3.83465 -1.19335 1.06229  -0.05
N1 1.52083 0.76094 1.72541  -0.06
C1 2.76631 -1.02544 0.44567  -0.70
C2 2.78473 2.20522 -1.92819  -0.22
C3 2.03370 0.86737 -1.78001  -0.22
C4 -3.61241 0.80041 -3.71465  -0.32
C5 -2.85487 -0.74881 -0.75450  -0.34
C6 2.40536 0.70433 2.87732  -0.17
C7 -2.21678 -0.07058 1.78154  -0.41
C8 2.03299 1.66978 3.98987  -0.41
C9 -2.66512 -1.13564 0.74934  -0.34
C10 -6.09529 -2.46654 -6.24831  -0.28
C11 -4.46265 0.59771 -2.42280  -0.33
C12 -5.33221 -2.84937 -4.99303  -0.07
C13 7.48942 -0.90693 4.02559  -0.07
C14 -2.82965 2.15424 -3.89762  -0.33
C15 -8.76925 -3.70582 -5.84117  -0.08
C16 2.23041 0.44142 0.49778  -0.28
C17 -0.94252 0.70775 1.53790  -0.04
C18 -7.50095 -4.40784 -6.29876  -0.29
C19 6.99103 0.32839 4.75378  -0.28
C20 7.02772 -0.62148 6.96008  -0.29
C21 2.08778 3.41057 -1.28629  -0.10
C22 8.23796 0.14997 7.46318  -0.09
C23 0.33005 -0.07130 1.90776  -0.14
C24 3.04690 1.51930 5.13780  -0.04
C25 -3.79345 0.46700 -1.01337  -0.33
C26 -1.28871 2.10933 -3.72180  -0.60
H1 2.74740 0.04915 -1.91966  0.13
H2 2.83045 4.08644 -0.85694  0.06
H3 1.33509 3.50180 3.92785  0.08
H4 -5.43108 -1.94286 -6.93606  0.12
H5 -0.84515 1.08964 0.52310  0.11
H6 2.61072 0.97378 5.97640  0.07
H7 -4.88985 -1.96557 -4.54644  0.04
H8 3.76706 2.09141 -1.46199  0.09
H9 7.94412 1.15002 7.78549  0.08
H10 8.26989 -1.42695 4.58606  0.06
H11 -6.90748 -1.77188 -6.00348  0.11
H12 6.26845 0.84894 4.12574  0.11
H13 -1.01205 1.57997 2.19423  0.13
H14 6.66842 -1.60327 3.85440  0.09
H15 -8.56724 -2.95637 -5.07482  0.07
H16 -7.75563 -5.19461 -7.00983  0.12
H17 9.00238 0.25660 6.69214  0.06
H18 2.98161 2.36948 -2.99003  0.10
H19 1.03726 1.43917 4.38796  0.13
H20 -9.46511 -4.43147 -5.41842  0.07
H21 0.39636 -0.99638 1.32883  0.12
H22 3.42864 0.92239 2.56910  0.13
H23 7.90574 -0.62394 3.05902  0.08
H24 8.68955 -0.37242 8.30795  0.07
H25 1.28870 0.75244 -2.56828  0.10
H26 3.10106 1.10546 0.44323  0.14
H27 7.81451 1.02872 4.94147  0.11
H28 -5.97856 -3.31153 -4.24483  0.07
H29 -9.25209 -3.20553 -6.68193  0.08
H30 3.91712 0.95033 4.80645  0.05
H31 6.32165 -0.76504 7.77904  0.12
H32 0.27627 -0.35577 2.95953  0.12
H33 -7.00788 -4.89504 -5.44970  0.11
H34 -4.53600 -3.55658 -5.23017  0.09
H35 7.32686 -1.62024 6.62027  0.11
H36 1.53760 3.99300 -2.02542  0.06
H37 2.44621 -0.30131 3.31707  0.14
H38 1.42887 3.10247 -0.47751  0.07
H39 3.38463 2.48989 5.49539  0.08

Output
Total charge ... -1
HOMO level ... -4.3 eV
Gap between HOMO and LUMO ... 6.638 eV


# 3
Here is a 6-piece molecular cluster, C23H63N7O7 overall from the Open Molecules 2025 dataset. Energies are from ωB97M-V/def2-TZVPD.

Last column: Löwdin charge in e.
Cartesian coordinates (Å):
O1 -2.33641 -0.64184 0.60283  0.02
O2 -3.76888 2.92534 -0.44319  -0.19
O3 4.49259 1.96479 -1.32814  -0.20
O4 -2.31089 0.85488 -6.54189  -0.20
O5 -0.95968 -5.10335 -1.32404  -0.22
O6 -1.05177 -0.13648 4.64017  -0.16
O7 -0.29791 3.62953 3.31823  -0.24
N1 2.30070 -1.67512 5.49412  0.03
N2 3.41971 0.45190 1.80326  0.04
N3 -1.13972 -0.31556 -4.29258  0.04
N4 -0.85516 4.02050 0.72791  -0.05
N5 -0.65961 -0.73955 -0.90205  0.16
N6 -0.64077 -7.30991 1.59143  0.02
N7 -2.18892 -2.48029 -0.73842  0.18
C1 -1.07193 -6.07071 0.93906  -0.40
C2 -0.92528 1.10833 -6.29806  -0.20
C3 0.84308 3.91909 2.51413  -0.18
C4 -0.09172 -4.89932 -2.44018  -0.09
C5 2.34818 -0.01402 -0.26874  -0.07
C6 -4.94939 3.19012 -1.16489  -0.12
C7 5.09565 3.23034 -1.66402  -0.08
C8 0.62735 1.46296 -4.28672  -0.07
C9 0.53718 3.77334 1.02157  -0.22
C10 -1.76260 -1.25785 -0.29005  -0.67
C11 3.95609 1.94952 -0.02817  -0.22
C12 -0.77636 1.07194 -4.76534  -0.41
C13 -1.36272 3.14685 -0.33943  -0.19
C14 -2.64550 3.59891 -0.99244  -0.22
C15 -2.67534 1.32510 -7.82930  -0.11
C16 -0.76640 0.41364 3.37123  -0.10
C17 -0.55462 -6.16427 -0.49792  -0.23
C18 0.11348 -0.40223 5.37353  -0.23
C19 0.34886 -2.80767 4.60793  -0.05
C20 -0.16360 3.62299 4.69619  -0.13
C21 -0.33083 -4.91686 1.65560  -0.08
C22 3.62954 0.50752 0.36040  -0.42
C23 1.04208 -1.44790 4.75498  -0.43
H1 0.74598 0.49886 5.45794  0.11
H2 5.82221 3.62449 -0.95350  0.08
H3 2.20496 -2.39599 6.19390  0.06
H4 0.83183 2.75405 0.72275  0.09
H5 0.81139 -3.35809 3.79014  0.06
H6 4.49210 -0.09034 0.04444  0.14
H7 0.66452 2.93283 4.92847  0.08
H8 0.00920 4.59920 5.16317  0.09
H9 -1.68453 -2.97800 -1.44110  0.06
H10 2.38972 -0.00953 -1.35929  0.08
H11 -1.49988 1.77719 -4.34737  0.13
H12 -0.60774 2.13725 -6.49279  0.12
H13 -0.33495 -1.08873 -1.78558  0.08
H14 -1.81255 -0.50945 -5.03119  0.05
H15 0.06049 -5.85918 -2.93221  0.09
H16 0.41244 -3.39069 5.52948  0.08
H17 3.05724 -0.45379 2.07121  0.06
H18 -0.57268 0.20605 -0.56231  0.07
H19 -2.91473 -2.85173 -0.15433  0.11
H20 -2.63864 3.41399 -2.07462  0.11
H21 -1.01313 -7.29716 2.53242  0.07
H22 -0.33559 0.34523 -6.80558  0.14
H23 -1.51654 2.19151 0.18479  0.11
H24 0.81924 -4.38327 -2.13526  0.09
H25 -0.13123 -0.61754 6.41644  0.13
H26 -0.10231 -4.06551 0.99771  0.07
H27 -0.27527 -0.25920 2.66565  0.08
H28 1.24321 4.37927 0.44661  0.11
H29 -1.69115 0.74589 2.90164  0.09
H30 -0.77687 -7.13743 -0.95227  0.13
H31 5.40599 3.13795 -2.69672  0.09
H32 -4.80005 2.86618 -2.20236  0.08
H33 4.64692 2.32716 0.73779  0.12
H34 2.58483 -0.78736 5.89444  0.06
H35 0.54074 -6.14799 -0.38705  0.12
H36 4.22657 3.89833 -1.58120  0.08
H37 -0.60634 -4.24214 -3.14159  0.08
H38 -2.53146 2.40498 -7.93667  0.09
H39 0.55509 1.73462 -3.22790  0.06
H40 1.38391 -1.01935 3.81043  0.11
H41 -5.27930 4.22503 -1.05299  0.09
H42 -0.18079 1.33505 3.42457  0.07
H43 -2.77188 4.68551 -0.92023  0.12
H44 -0.72145 -2.71897 4.41855  0.08
H45 3.07443 2.60599 -0.05204  0.11
H46 1.49999 0.90635 -4.60285  0.08
H47 -2.14936 -5.97860 1.05648  0.14
H48 -3.72842 1.13765 -8.02401  0.09
H49 1.44467 0.47174 0.09063  0.05
H50 0.36082 -7.41876 1.62908  0.07
H51 1.63890 3.25650 2.86320  0.12
H52 2.21748 -1.06249 0.02001  0.07
H53 -5.71730 2.51575 -0.78387  0.09
H54 0.73062 2.52070 -4.58752  0.07
H55 -1.71054 -0.27913 -3.45322  0.05
H56 -2.06262 0.87237 -8.61349  0.09
H57 0.67084 -5.05152 2.06827  0.07
H58 -1.46026 3.92466 1.52999  0.11
H59 -0.59999 3.01121 -1.10762  0.11
H60 -1.00759 -4.57474 2.44176  0.07
H61 -1.00174 3.15912 5.21943  0.10
H62 4.20946 0.65507 2.40068  0.07
H63 1.01267 4.98424 2.70962  0.12

Output
SMILES ... COC[C@H](C)N.COC[C@H](C)N.COC[C@H](C)N.COC[C@H](C)N.COCCNCCOC.NC(N)=O
Energy above the lowest of the compared OMol25 structures with the same formula, charge and spin ... 0.0 kcal/mol
HOMO level ... -8.3 eV
Gap between HOMO and LUMO ... 8.997 eV


# 4
Here is one molecule with the formula C5H11NO3S from the Open Molecules 2025 dataset. Energies are from ωB97M-V/def2-TZVPD.

Last column: natural (NBO) charge in e.
Cartesian coordinates (Å):
S1 -0.61214 -2.22979 -0.09178  2.27
O1 -1.65543 -2.19197 -1.14720  -0.98
O2 0.18912 -3.74079 -0.16313  -0.85
O3 -1.14871 -2.07094 1.24897  -0.96
N1 -1.58952 0.58499 -1.66140  -0.80
C1 1.44440 -0.47525 0.68204  -0.43
C2 0.46964 0.55944 1.36092  -0.36
C3 -1.16905 0.48567 -0.38014  0.19
C4 -0.33682 1.45769 0.39841  -0.49
C5 0.60914 -1.05164 -0.43513  -0.69
H1 0.92660 -1.04386 -1.52930  0.25
H2 2.30849 -0.11015 0.31443  0.21
H3 -1.83952 -0.22895 0.32615  0.24
H4 -0.89844 2.14267 1.01083  0.25
H5 -0.21751 -0.00451 1.86683  0.22
H6 1.54642 -1.13159 1.54672  0.23
H7 -1.82909 -0.38192 -1.99944  0.45
H8 0.19673 2.08545 -0.38989  0.20
H9 1.08438 1.09403 1.98077  0.20
H10 -0.93377 1.21889 -2.18022  0.38
H11 -0.61172 -4.24094 0.09657  0.48

Output
Energy above the lowest of the compared OMol25 structures with the same formula, charge and spin ... 72.0 kcal/mol
HOMO level ... -8.0 eV
Gap between HOMO and LUMO ... 8.679 eV


Please write out number 1 again, unchanged.
Here is an isolated ion of composition C2H6BO2 and charge -1 from the Open Molecules 2025 dataset. Energies are from ωB97M-V/def2-TZVPD.

Last column: natural (NBO) charge in e.
Cartesian coordinates (Å):
O1 -1.38128 0.82182 -1.44963  -0.64
O2 -1.92509 0.07256 0.59932  -0.77
C1 -1.00143 0.59800 -0.32195  0.82
C2 0.34206 0.75997 0.22981  -0.73
B1 1.11624 -0.73029 -0.02571  -0.36
H1 1.92245 -0.93170 0.87560  -0.07
H2 0.29147 0.97207 1.29929  0.21
H3 0.26749 -1.62920 -0.05414  -0.08
H4 0.85851 1.56752 -0.29505  0.21
H5 -2.15477 -0.80418 0.26476  0.48
H6 1.66434 -0.69657 -1.12228  -0.06

Output
Energy above the lowest of the compared OMol25 structures with the same formula, charge and spin ... 0.0 kcal/mol
Total charge ... -1
HOMO level ... -5.0 eV
Gap between HOMO and LUMO ... 9.023 eV


Question: The highest HOMO level belongs to which entry?
Answer: C26H39F17NO6